Entry from the OMol25 dataset: a cluster of 2 separate species, C9H10BrN3OS in total at a distorted geometry (ωB97M-V with the def2-TZVPD basis set).

The value obtained for the HOMO energy (spin up / spin down) is -7.94 / -7.94 eV. The energy relative to the best compared isomer or geometry (same formula, charge and spin) comes out at 115.9 kcal per mole. The calculation puts the LUMO energy (spin up / spin down) at -1.23 / -1.23 eV. The total energy is -96885.4508 eV. The strongest force on any atom comes out at 3.54 eV Å⁻¹.

Each line ends with the Löwdin charge.
Element x y z (Å)
1 C 1.28150 0.62794 -2.41531  -0.199
2 C 1.64477 0.75515 -1.04935  -0.096
3 C 0.13721 1.24417 -2.79899  -0.385
4 C -1.14480 -0.74873 0.91165  -0.125
5 C 0.62975 1.34718 -0.35045  -0.481
6 C -2.47565 -0.69164 1.23034  -0.880
7 C 1.39811 0.89175 1.96623  -0.014
8 C 0.07262 -2.31899 -0.57991  -0.031
9 C 0.34026 1.35093 1.02721  -0.381
10 N -3.17780 -1.70464 0.79660  -0.038
11 N -2.37857 -2.42841 0.08190  0.028
12 N -1.05507 -1.83371 0.17464  -0.162
13 O -0.63602 2.22101 1.35727  -0.038
14 S -0.65572 1.85759 -1.43459  1.103
15 Br -3.26023 0.73178 2.12730  0.749
16 H 1.86546 0.11232 -3.15937  0.106
17 H 2.39101 0.29805 -0.53136  0.086
18 H -0.26549 1.39009 -3.81411  0.092
19 H 2.19639 1.55864 1.84960  0.073
20 H 1.74587 -0.13124 1.55987  0.119
21 H 0.99846 0.78245 3.05065  0.135
22 H -0.18446 -2.99933 -1.27902  0.042
23 H 0.68278 -1.57068 -1.08546  0.062
24 H 0.81477 -2.89013 0.02573  0.100
25 H -0.96515 2.14843 2.33891  0.135

Entry from the OMol25 dataset: the molecule C9H10Cl2 at a distorted geometry (ωB97M-V with the def2-TZVPD basis set).

The value obtained for the HOMO energy is -9.40 eV. The energy relative to the best compared isomer or geometry (same formula, charge and spin) comes out at 0.0 kcal per mole. The calculation puts the LUMO energy at 0.81 eV. The total energy is -34540.4597 eV. The strongest force on any atom comes out at 1.17 eV Å⁻¹.

Each line ends with the Löwdin charge.
Element x y z (Å)
1 Cl -2.60167 -3.76211 1.35813  0.550
2 C -1.57760 -2.59198 0.49159  -0.604
3 C -1.15476 -1.53392 1.48775  -0.253
4 C -0.40451 -0.47417 0.68726  -0.242
5 C -1.08169 0.57868 0.06684  -0.023
6 C -0.35052 1.49553 -0.69151  -0.047
7 C 1.02829 1.46878 -0.79034  -0.344
8 C 1.76578 2.42345 -1.66140  -0.528
9 Cl 1.95373 4.01828 -0.83254  0.532
10 C 1.70316 0.44078 -0.13058  -0.029
11 C 0.98831 -0.49662 0.61406  -0.031
12 H -2.17102 -2.11844 -0.29340  0.075
13 H -0.71853 -3.05371 -0.02997  0.094
14 H -2.00536 -1.10871 2.03197  0.110
15 H -0.52929 -1.96310 2.28171  0.112
16 H -2.15598 0.69176 0.18399  0.118
17 H -0.89507 2.26599 -1.23450  0.117
18 H 1.13208 2.56793 -2.55319  0.084
19 H 2.77009 2.03395 -1.90704  0.082
20 H 2.78287 0.38775 -0.22904  0.114
21 H 1.52170 -1.27010 1.15020  0.113